Here is a structure of composition C33H42BrF6N7O5S2Sb2Sn from the Open Molecules 2025 dataset. Energies are from ωB97M-V with the def2-TZVPD basis set.

XYZ file:
```
99
Properties=species:S:1:pos:R:3
Sn 9.53 11.80 21.82
N 10.88 13.80 23.17
C 12.31 13.75 22.85
C 12.50 13.54 21.33
N 11.82 12.30 20.84
C 12.79 11.19 20.63
C 13.24 10.59 21.94
N 12.14 10.23 22.83
H 10.68 13.86 24.17
H 10.38 14.57 22.70
H 12.84 14.64 23.10
H 12.73 12.92 23.40
H 12.06 14.42 20.84
H 13.56 13.50 21.12
H 11.46 12.48 19.88
H 12.31 10.48 19.98
H 13.65 11.57 20.11
H 13.86 9.72 21.61
H 13.89 11.31 22.44
H 11.51 9.62 22.34
H 12.42 9.74 23.67
C 5.17 9.60 21.23
Sb 6.76 9.87 22.57
C 7.26 7.81 22.66
C 5.55 9.82 24.41
C 6.07 8.93 25.50
C 5.55 7.63 25.58
C 5.91 6.79 26.62
C 6.78 7.18 27.62
C 7.33 8.45 27.50
C 7.02 9.35 26.45
C 7.67 10.68 26.44
Sb 9.59 10.74 25.38
C 10.41 9.13 26.52
C 10.39 12.29 26.57
H 4.51 8.79 21.54
H 5.59 9.38 20.26
H 4.55 10.50 21.07
H 6.38 7.30 22.29
H 7.44 7.54 23.71
H 8.14 7.54 22.07
H 4.62 9.43 24.03
H 5.34 10.83 24.71
H 4.86 7.27 24.82
H 5.56 5.76 26.64
H 7.06 6.45 28.37
H 8.07 8.76 28.21
H 7.89 11.06 27.43
H 7.07 11.42 25.89
H 10.21 9.28 27.57
H 11.50 9.05 26.37
H 9.96 8.21 26.15
H 10.18 12.05 27.60
H 9.86 13.22 26.30
H 11.42 12.43 26.38
Br 9.12 7.65 8.89
C 8.87 8.17 10.73
C 7.91 9.09 11.13
C 7.76 9.35 12.50
C 8.63 8.78 13.43
C 9.57 7.89 12.99
C 9.69 7.56 11.64
N 8.42 9.12 14.82
N 9.22 8.62 15.59
C 9.24 8.94 16.97
C 10.18 8.21 17.70
C 10.45 8.47 19.02
C 9.84 9.51 19.71
O 10.19 9.90 20.91
C 8.84 10.25 18.99
N 8.33 11.31 19.69
C 7.36 12.06 19.20
C 6.83 11.72 17.90
C 7.40 10.74 17.14
C 8.48 9.94 17.65
H 7.25 9.56 10.40
H 6.97 10.00 12.88
H 10.23 7.44 13.73
H 10.41 6.84 11.31
H 10.79 7.46 17.21
H 11.19 7.88 19.53
H 6.98 12.89 19.77
H 6.03 12.34 17.49
H 7.09 10.58 16.13
F 5.38 16.29 24.09
C 5.81 15.99 22.87
F 5.90 17.11 22.13
F 4.95 15.13 22.29
S 7.56 15.28 22.89
O 7.62 14.13 23.75
O 8.44 16.38 23.15
N 7.60 14.84 21.36
S 8.69 15.24 20.30
O 8.04 15.28 19.01
O 9.86 14.39 20.45
C 9.58 16.94 20.45
F 10.48 17.04 21.41
F 8.73 17.95 20.53
F 10.23 17.05 19.30
```

Values from the calculation:
- Lowest unoccupied orbital energy: -0.73 eV
- Total charge: 0
- E_tot: -6706.5086 hartree
- Largest force on an atom: 1.96 eV/A
- Energy relative to the best compared isomer or geometry (same formula, charge and spin): 0.0 kJ/mol
- HOMO-LUMO gap: 7.02 eV
- E_HOMO: -7.75 eV



Here is a structure of composition C33H42CsN9O6S2Si from the Open Molecules 2025 dataset. Energies are from ωB97M-V with the def2-TZVPD basis set.

XYZ file:
```
94
Properties=species:S:1:pos:R:3
Cs 0.76 -0.60 0.47
N 1.87 2.55 1.60
C 2.35 1.62 2.47
C 1.35 1.40 3.38
N 0.26 2.18 3.08
C 0.60 2.84 1.99
C -0.21 3.89 1.36
N -1.15 4.61 1.93
C -1.59 5.47 0.96
C -0.91 5.26 -0.21
N -0.02 4.26 0.06
H 2.39 2.82 0.77
H 3.33 1.19 2.35
H 1.33 0.69 4.19
H -2.37 6.19 1.15
H -1.01 5.68 -1.20
H 0.46 3.69 -0.63
O 3.64 -1.40 1.01
N 4.28 -2.52 1.22
C 5.16 -2.56 2.25
C 5.89 -3.68 2.55
C 5.72 -4.81 1.76
C 4.83 -4.77 0.72
C 4.06 -3.62 0.40
S 2.94 -3.56 -0.87
H 5.20 -1.64 2.81
H 6.57 -3.65 3.39
H 6.28 -5.72 1.96
H 4.66 -5.63 0.09
C -2.97 6.03 -5.19
C -2.20 4.88 -4.59
C -2.64 4.25 -3.44
C -1.93 3.21 -2.86
C -0.74 2.80 -3.45
C -0.28 3.40 -4.61
C -1.01 4.44 -5.17
S 0.18 1.48 -2.68
O 1.16 1.06 -3.67
O 0.77 2.10 -1.50
N -0.81 0.41 -2.19
C -1.54 -0.44 -2.98
C -1.76 -0.31 -4.34
C -2.61 -1.19 -5.03
C -3.26 -2.22 -4.40
C -3.05 -2.40 -3.01
C -3.67 -3.44 -2.27
C -3.42 -3.58 -0.94
C -2.53 -2.68 -0.32
N -1.95 -1.70 -0.96
C -2.20 -1.53 -2.29
H -4.03 5.95 -4.97
H -2.85 6.06 -6.28
H -2.62 6.98 -4.79
H -3.57 4.57 -2.98
H -2.27 2.72 -1.96
H 0.64 3.05 -5.06
H -0.65 4.92 -6.08
H -1.26 0.48 -4.88
H -2.75 -1.05 -6.10
H -3.91 -2.89 -4.93
H -4.33 -4.13 -2.79
H -3.87 -4.37 -0.36
H -2.29 -2.77 0.73
C -3.70 -2.15 3.41
C -3.50 -0.71 2.96
O -2.65 0.02 3.82
H -4.38 -2.67 2.73
H -4.13 -2.18 4.42
H -2.75 -2.67 3.42
H -4.47 -0.20 2.94
H -3.10 -0.68 1.94
H -1.73 -0.29 3.61
N 3.98 0.50 -1.06
C 3.88 1.84 -1.21
N 3.66 2.27 -2.51
O 4.03 2.65 -0.29
H 3.61 -0.10 -1.77
H 4.03 0.08 -0.13
H 3.05 1.69 -3.06
H 3.34 3.23 -2.50
C 1.98 -2.80 3.94
Si 0.09 -2.71 3.85
C -0.41 -4.42 3.19
C -0.51 -2.69 5.65
O -0.44 -1.49 2.98
H 2.33 -3.59 4.62
H 2.41 -1.85 4.27
H 2.39 -3.01 2.95
H 0.00 -5.21 3.82
H -0.02 -4.57 2.17
H -1.50 -4.55 3.15
H -0.08 -3.51 6.23
H -1.60 -2.78 5.69
H -0.25 -1.74 6.13
```

Values from the calculation:
- Lowest unoccupied orbital energy: 3.60 eV
- Total charge: -2
- E_tot: -3333.2167 hartree
- Largest force on an atom: 0.46 eV/A
- Energy relative to the best compared isomer or geometry (same formula, charge and spin): 59.8 kJ/mol
- HOMO-LUMO gap: 5.99 eV
- E_HOMO: -2.40 eV



Here is a structure of composition C33H43F2MgN4P2 from the Open Molecules 2025 dataset. Energies are from ωB97M-V with the def2-TZVPD basis set.

XYZ file:
```
85
Properties=species:S:1:pos:R:3
Mg 0.40 -0.32 -0.72
C -1.45 0.18 2.68
P 0.17 -0.09 1.88
C 0.77 -1.61 2.69
N 0.47 -1.74 3.99
C 1.04 -2.81 4.63
C 0.77 -3.03 5.99
C 1.35 -4.09 6.67
C 2.21 -4.96 6.01
C 2.48 -4.77 4.66
C 1.91 -3.70 3.95
N 2.19 -3.55 2.62
C 1.60 -2.51 2.01
P 1.92 -2.31 0.23
C 3.75 -2.28 0.19
C 1.49 -3.95 -0.55
C 0.05 -4.27 -0.13
C 1.55 -3.74 -2.07
C 2.41 -5.11 -0.17
C 1.26 1.26 2.60
C 2.72 0.84 2.38
C 1.01 1.50 4.08
C 1.00 2.53 1.80
H -1.39 -0.04 3.74
H -2.18 -0.49 2.21
H -1.78 1.21 2.52
H 0.10 -2.34 6.49
H 1.13 -4.24 7.72
H 2.66 -5.79 6.54
H 3.15 -5.43 4.12
H 4.15 -3.09 0.80
H 4.09 -1.33 0.59
H 4.11 -2.36 -0.84
H -0.62 -3.43 -0.33
H 0.00 -4.49 0.94
H -0.32 -5.13 -0.68
H 0.89 -2.94 -2.40
H 1.25 -4.66 -2.58
H 2.57 -3.50 -2.39
H 2.43 -5.25 0.91
H 3.43 -4.94 -0.51
H 2.05 -6.02 -0.65
H 2.97 -0.05 2.96
H 3.38 1.65 2.68
H 2.91 0.63 1.32
H 1.12 0.58 4.66
H 0.01 1.89 4.26
H 1.72 2.24 4.46
H 1.28 2.39 0.75
H 1.59 3.35 2.21
H -0.06 2.83 1.83
F -2.73 -3.15 -4.54
C -2.15 -2.04 -4.02
C -1.68 -2.06 -2.72
C -1.09 -0.92 -2.16
C -1.02 0.23 -2.97
C -1.43 0.18 -4.30
F -1.24 1.24 -5.12
C -2.02 -0.94 -4.85
C 0.95 1.61 -2.61
C 1.48 2.31 -3.65
C 2.89 2.44 -3.79
C 3.68 1.75 -2.82
C 3.09 1.03 -1.83
N 1.72 0.93 -1.67
H -1.77 -2.99 -2.17
H -2.34 -0.96 -5.88
H 0.81 2.77 -4.36
H 3.34 2.99 -4.59
H 4.76 1.79 -2.87
H 3.69 0.49 -1.10
C -0.50 3.71 -1.49
C -1.34 2.53 -1.98
C -2.23 2.03 -0.83
C -2.25 3.02 -3.11
N -0.45 1.42 -2.38
H -1.17 4.45 -1.04
H 0.04 4.18 -2.31
H 0.22 3.39 -0.74
H -2.95 2.80 -0.54
H -1.61 1.78 0.04
H -2.78 1.14 -1.12
H -2.88 3.84 -2.74
H -2.91 2.23 -3.47
H -1.66 3.39 -3.95
```

Values from the calculation:
- Lowest unoccupied orbital energy (alpha / beta): 2.68 / 2.64 eV
- Total charge: -1
- E_tot: -2584.9273 hartree
- Largest force on an atom: 0.17 eV/A
- Energy relative to the best compared isomer or geometry (same formula, charge and spin): 7.7 kJ/mol
- HOMO-LUMO gap (alpha / beta): 5.55 / 4.57 eV
- E_HOMO (alpha / beta): -2.88 / -1.94 eV



Here is a cluster of 5 separate species, C33H43F33N3O6P in total from the Open Molecules 2025 dataset. Energies are from ωB97M-V with the def2-TZVPD basis set.

XYZ file:
```
119
Properties=species:S:1:pos:R:3
C 2.61 0.70 3.09
C 3.10 2.24 2.73
C 2.00 2.85 1.64
O 2.12 2.01 0.44
C 1.01 2.22 -0.51
C 1.45 2.23 -2.09
N 2.11 3.56 -2.40
C 3.34 3.27 -3.24
O 3.97 4.08 -4.13
C 3.75 1.70 -2.87
C 4.86 1.55 -1.68
F 5.72 0.34 -1.96
C 5.90 2.85 -1.56
C 5.49 3.85 -0.28
C 2.28 0.91 -2.69
N 1.59 0.72 -4.02
C 1.82 -0.65 -4.62
C 3.41 -1.02 -4.90
P 2.39 -0.66 -1.54
N 0.95 -1.01 -0.83
H 3.13 -0.01 2.29
H 2.92 0.35 4.18
H 1.44 0.58 2.92
H 3.21 2.93 3.67
H 4.16 2.12 2.18
H 0.91 2.85 2.06
H 2.38 3.94 1.35
H 0.11 1.48 -0.27
H 0.58 3.31 -0.28
H 0.43 2.19 -2.70
H 2.57 3.83 -1.49
H 4.37 1.40 -3.83
H 4.43 1.39 -0.60
H 6.05 3.42 -2.56
H 6.94 2.38 -1.24
H 6.38 3.95 0.48
H 5.24 4.93 -0.68
H 4.58 3.39 0.32
H 1.79 1.47 -4.71
H 1.30 -0.63 -5.70
H 1.27 -1.53 -4.04
H 4.12 -0.83 -3.99
H 3.43 -2.19 -5.11
H 3.80 -0.53 -5.92
H 3.37 -0.51 -0.49
H 2.76 -1.86 -2.28
H 0.66 -1.97 -1.15
C -1.91 6.93 -2.93
C -1.47 8.30 -2.40
C -1.32 9.38 -3.46
F -0.39 9.07 -4.40
F -0.91 10.55 -2.90
F -0.32 8.14 -1.68
F -2.42 8.71 -1.50
O -0.88 5.97 -3.16
C -0.21 6.08 -4.41
C 1.27 6.46 -4.27
F 1.42 7.63 -3.62
F 1.85 6.61 -5.49
F -0.90 6.92 -5.21
F -0.31 4.85 -5.00
H -2.53 6.47 -2.14
H -2.59 7.01 -3.79
H -2.27 9.57 -3.97
H 1.82 5.69 -3.72
C -2.57 -2.36 1.07
C -2.33 -1.81 2.48
C -0.92 -2.04 3.04
F -0.62 -3.35 3.14
F -0.81 -1.53 4.29
F -3.28 -2.30 3.32
F -2.54 -0.45 2.43
O -3.21 -3.64 0.99
C -2.34 -4.76 1.13
C -2.63 -5.59 2.39
F -2.52 -4.84 3.52
F -1.74 -6.61 2.52
F -1.05 -4.34 1.05
F -2.55 -5.53 0.02
H -3.28 -1.68 0.59
H -1.67 -2.31 0.44
H -0.17 -1.55 2.41
H -3.64 -6.01 2.36
C -4.01 4.65 3.70
C -4.04 4.91 2.19
C -5.44 4.97 1.57
F -6.12 3.81 1.73
F -5.36 5.19 0.23
F -3.26 3.99 1.56
F -3.43 6.11 1.97
O -3.79 3.29 4.11
C -4.95 2.46 4.13
C -4.89 1.33 3.10
F -4.75 1.80 1.84
F -6.04 0.60 3.11
F -6.05 3.24 4.00
F -5.00 1.94 5.39
H -3.14 5.19 4.09
H -4.86 5.10 4.22
H -6.03 5.78 2.01
H -4.06 0.65 3.31
C 0.50 -11.69 0.69
C 0.94 -12.39 1.98
C -0.10 -13.32 2.60
F -1.23 -12.67 2.95
F 0.38 -13.89 3.74
F 1.37 -11.46 2.87
F 2.05 -13.14 1.67
O 0.01 -10.35 0.84
C -1.37 -10.24 1.20
C -1.57 -9.62 2.59
F -0.94 -10.33 3.56
F -2.89 -9.59 2.92
F -1.96 -11.45 1.07
F -1.94 -9.45 0.25
H 1.40 -11.58 0.07
H -0.17 -12.31 0.08
H -0.36 -14.13 1.91
H -1.18 -8.59 2.62
```

Values from the calculation:
- Lowest unoccupied orbital energy: -0.20 eV
- Total charge: 0
- E_tot: -5535.5341 hartree
- Largest force on an atom: 9.11 eV/A
- SMILES string: CCCOC[C@H]1NC(=O)[C@@H]([C@@H](F)CC)[C@@]1(NCC)[PH2]=N.FC(F)C(F)(F)COC(F)(F)C(F)F.FC(F)C(F)(F)COC(F)(F)C(F)F.FC(F)C(F)(F)COC(F)(F)C(F)F.FC(F)C(F)(F)COC(F)(F)C(F)F
- HOMO-LUMO gap: 8.71 eV
- E_HOMO: -8.91 eV



Here is a structure of composition C33H44BFeN4O6S from the Open Molecules 2025 dataset. Energies are from ωB97M-V with the def2-TZVPD basis set.

XYZ file:
```
90
Properties=species:S:1:pos:R:3
Fe 0.45 -2.11 -0.01
O 2.87 -4.84 0.75
S 1.88 -3.88 0.39
O 2.33 -2.41 0.55
O 1.39 -3.90 -1.02
O 0.62 -3.88 1.22
O -3.01 2.19 1.25
C -3.92 1.34 0.59
N -4.30 0.20 1.39
C -4.63 -1.04 0.79
O -5.72 -1.54 1.06
C -3.66 -1.71 -0.05
C -4.04 -2.91 -0.76
C -3.05 -3.60 -1.44
C -1.74 -3.18 -1.43
N -1.37 -2.04 -0.71
C -2.32 -1.37 -0.07
H -2.30 1.64 1.61
H -3.51 0.97 -0.35
H -4.77 1.98 0.36
H -5.04 0.43 2.04
H -5.06 -3.25 -0.73
H -3.30 -4.51 -1.98
H -0.94 -3.71 -1.92
H -1.97 -0.52 0.51
C -1.37 0.75 3.95
C -0.75 -0.27 2.99
C -1.52 -1.59 3.04
C 0.72 -0.45 3.28
C 1.09 -1.02 4.49
C 2.42 -1.15 4.84
C 3.39 -0.71 3.97
C 3.07 -0.15 2.73
C 4.27 0.27 1.90
C 4.77 1.67 2.29
C 4.16 0.12 0.38
C 1.72 -0.02 2.40
N 1.31 0.55 1.15
B 0.73 -0.09 0.01
N 0.55 0.96 -0.97
C 1.04 2.14 -0.38
C 1.47 1.90 0.87
C 0.03 1.01 -2.30
C 0.42 0.05 -3.26
C -0.05 0.16 -4.56
C -0.89 1.19 -4.95
C -1.28 2.11 -4.00
C -0.86 2.04 -2.68
C -1.43 3.10 -1.74
C -2.94 3.25 -1.90
C -0.80 4.47 -1.98
C 1.38 -1.07 -2.93
C 2.82 -0.56 -2.86
C 1.29 -2.29 -3.84
H -2.43 0.90 3.71
H -0.86 1.71 3.89
H -1.31 0.40 4.98
H -0.84 0.13 1.98
H -1.56 -1.97 4.06
H -1.04 -2.36 2.43
H -2.54 -1.45 2.69
H 0.32 -1.37 5.17
H 2.69 -1.61 5.78
H 4.43 -0.84 4.23
H 5.06 -0.43 2.20
H 4.09 2.44 1.91
H 5.75 1.85 1.85
H 4.85 1.78 3.37
H 3.61 0.95 -0.07
H 3.68 -0.82 0.11
H 5.17 0.13 -0.04
H 1.08 3.06 -0.92
H 1.87 2.59 1.59
H 0.25 -0.58 -5.29
H -1.24 1.26 -5.97
H -1.96 2.91 -4.29
H -1.24 2.79 -0.70
H -3.19 3.84 -2.78
H -3.36 3.76 -1.03
H -3.44 2.28 -2.00
H -1.05 4.82 -2.99
H 0.29 4.47 -1.91
H -1.18 5.20 -1.27
H 1.09 -1.42 -1.94
H 3.15 -0.26 -3.86
H 3.48 -1.35 -2.50
H 2.91 0.30 -2.20
H 1.73 -2.09 -4.82
H 0.25 -2.60 -3.99
H 1.82 -3.11 -3.38
```

Values from the calculation:
- Lowest unoccupied orbital energy (alpha / beta): 2.20 / 2.33 eV
- Total charge: -1
- E_tot: -3641.2472 hartree
- Largest force on an atom: 0.60 eV/A
- ⟨S²⟩: 6.153
- Energy relative to the best compared isomer or geometry (same formula, charge and spin): 33.0 kJ/mol
- 2S+1: 5
- HOMO-LUMO gap (alpha / beta): 4.79 / 8.16 eV
- E_HOMO (alpha / beta): -2.59 / -5.82 eV